119
Properties=species:S:1:pos:R:3:forces:R:3 method="wB97M-V/def2-TZVPD" charge=-1 multiplicity=2 orbital_gap_ev="7.4 / 7.4" homo_energy_ev="-5.180 / -5.171"
Mn -1.06418 -0.24743 -0.91435 0.8647 0.6006 -0.3102
N -1.36296 2.70920 5.85424 0.0520 0.0566 0.3005
C -1.82916 1.71771 5.00674 -0.0385 -0.3937 0.0747
C -3.18964 1.39635 4.93779 0.0266 -0.0058 -0.0248
C -3.62991 0.40688 4.08146 -0.1215 -0.0025 0.0892
C -2.71799 -0.27342 3.29951 -0.1966 -0.4380 -0.4090
C -1.36772 0.01055 3.37355 0.0702 -0.0427 0.1831
C -0.91969 0.98076 4.24310 -0.1573 -0.2000 0.1771
S -3.25190 -1.28303 1.94181 0.1062 -0.5438 -0.0943
O -2.55294 -2.55214 1.92631 0.2047 0.3270 0.0891
O -4.69199 -1.46409 1.91363 0.0616 0.3109 0.3952
N -2.76083 -0.44470 0.62268 0.7760 -0.8332 0.4981
C -3.52111 0.62043 0.38726 -0.7928 1.1036 -0.5270
N -4.30226 1.13009 1.34944 0.0742 0.2630 -0.0818
C -5.07825 2.13635 1.02591 -0.1124 0.1746 -0.1959
C -5.13646 2.65849 -0.25788 0.0001 0.0452 -0.0147
C -4.28057 2.08031 -1.18305 -0.2111 0.1982 0.0253
N -3.46751 1.08844 -0.88342 -0.0012 -0.4708 0.1815
H -2.00466 3.48338 5.95857 0.0885 -0.0731 -0.0518
H -0.45119 3.04510 5.56486 -0.1378 0.0554 0.1242
H -3.89876 1.95670 5.53306 -0.0416 0.0174 0.0572
H -4.67659 0.16973 3.96453 -0.0988 0.0948 0.0450
H -0.68692 -0.50555 2.71588 0.1847 -0.0176 -0.1022
H 0.12521 1.23806 4.29193 0.1312 -0.0546 -0.0302
H -5.68516 2.53105 1.83284 -0.1001 0.1336 0.0088
H -5.80139 3.46680 -0.51565 -0.0163 0.0637 -0.0524
H -4.25588 2.42075 -2.21062 -0.0028 0.0773 -0.0802
C 6.01161 -1.58105 2.21326 -0.1769 -0.2080 -0.0917
C 5.03061 -2.68073 2.62451 0.6021 0.0291 0.3073
C 5.01273 -2.79488 4.14870 -0.0691 -0.3239 -0.1629
C 4.08587 -3.92284 4.56555 0.0257 0.1466 -0.0234
C 2.71935 -3.67220 3.99477 -0.0584 -0.1605 0.1544
C 1.60572 -4.16385 4.64459 -0.0296 0.1578 -0.2827
C 0.34142 -3.93539 4.12273 0.0899 0.0817 -0.2349
F -0.71476 -4.44062 4.79588 0.0049 0.0560 -0.0803
C 0.15940 -3.23888 2.95530 -0.0557 -0.2292 0.2678
C 1.27317 -2.73388 2.27775 0.1193 -0.1965 0.1881
C 1.05213 -2.00948 1.01159 0.0492 0.0492 -0.3312
O -0.07748 -1.88521 0.50854 0.0249 -0.1205 0.5306
C 2.26342 -1.52206 0.41552 -0.2809 0.3721 -0.4081
C 3.47125 -1.76796 0.97665 -0.1121 -0.0677 0.0130
N 3.67293 -2.43807 2.13465 0.0162 0.3158 -0.3458
C 2.57180 -2.94088 2.80146 -0.7481 -0.1785 0.1596
C 2.23740 -0.67573 -0.85484 -0.0730 -0.4556 0.6290
O 3.30425 -0.50835 -1.44600 0.4312 0.0703 -0.1406
O 1.12109 -0.19259 -1.17873 -1.0809 0.2228 -0.2432
H 6.93516 -1.70729 2.77691 0.0153 -0.0300 -0.0172
H 5.59965 -0.60000 2.43897 -0.0297 0.1011 0.0410
H 6.25479 -1.61700 1.15521 0.0580 0.0412 -0.0636
H 5.37558 -3.64157 2.20867 -0.0307 0.1268 0.0945
H 4.66236 -1.85259 4.57427 0.0309 0.0804 0.0133
H 6.02548 -2.98131 4.50898 0.0209 0.0699 -0.0693
H 4.02612 -3.99417 5.65241 -0.0160 -0.0425 -0.0057
H 4.47068 -4.87845 4.19360 0.0648 0.0154 0.0402
H 1.70915 -4.73458 5.55376 0.0339 -0.0424 0.1665
H -0.82819 -3.07003 2.54581 -0.0104 0.0141 -0.0156
H 4.33386 -1.40324 0.44505 0.0936 0.0563 -0.0156
O -1.22065 4.64088 3.67766 0.0257 0.0039 -0.3836
S -0.10828 3.97472 3.04084 0.1563 0.7340 0.0155
O 0.88790 3.46968 3.96208 0.1522 -0.0436 -0.3120
N -0.60968 2.84359 1.97242 0.1637 0.2832 0.5705
C -0.36540 3.22519 0.75120 -0.3224 -0.5144 -0.4143
S -0.82250 2.41858 -0.64618 0.1402 -0.7497 -0.0881
C 0.35414 4.50645 0.59767 0.3501 0.7262 0.1309
C 0.76367 5.12161 -0.57517 -0.0655 -0.0944 0.2441
C 1.45849 6.31457 -0.48111 0.0352 0.0501 -0.0296
C 1.75645 6.87091 0.75583 -0.0165 0.0116 0.1644
C 1.34476 6.25490 1.93228 0.0560 0.0670 0.2089
C 0.63866 5.08119 1.82576 -0.3907 -0.7394 -0.1783
H 0.54426 4.65874 -1.52234 -0.0305 -0.0660 -0.1619
H 1.78010 6.81481 -1.38215 0.0667 0.0542 -0.0855
H 2.31926 7.79060 0.80837 0.0477 0.1080 -0.0010
H 1.57736 6.66677 2.90254 0.0354 0.1257 0.0626
C 0.77550 -5.61864 -1.57953 0.0432 0.0936 -0.1658
C 0.13411 -4.77367 -2.67689 0.1728 -0.1773 0.1010
C -0.92421 -3.88254 -2.13761 -0.4564 -0.1558 0.2300
N -1.03249 -2.63020 -2.37556 0.8713 -0.7531 -0.7063
N -2.11778 -2.04601 -1.84051 -0.1665 0.8611 0.8529
C -2.88030 -2.87664 -1.17289 -0.0775 -0.7858 -0.1772
N -4.11067 -2.59108 -0.70295 -0.0666 0.0729 0.0143
S -2.23920 -4.50211 -1.13277 0.1445 0.6261 -0.3120
H 1.54255 -6.26588 -2.00058 0.0192 -0.0928 0.0305
H 0.01997 -6.23192 -1.09253 0.0373 -0.1397 0.1071
H 1.23443 -4.97947 -0.82992 0.0411 0.0571 0.1295
H -0.31339 -5.43925 -3.42237 0.0521 0.0863 -0.0580
H 0.88003 -4.15294 -3.17501 -0.0855 0.0296 -0.0235
H -4.26115 -1.59303 -0.60312 -0.0253 -0.1137 -0.0717
H -4.39097 -3.07613 0.14202 0.0596 0.0568 -0.0986
C 1.10303 2.75435 -5.01297 -0.2344 -0.1085 0.1694
C 0.74767 2.25283 -3.61418 0.0556 -0.1750 0.1854
C 2.01236 2.20347 -2.76824 -0.1841 -0.0171 0.1864
P -0.28417 0.67679 -3.54130 -0.4182 0.4572 -0.5843
C 0.58059 -0.40432 -4.82658 -0.0855 -0.1141 0.3594
C -0.36002 -1.37944 -5.52750 -0.0177 0.2376 0.0403
C 1.68327 -1.20381 -4.14240 0.0884 0.1923 0.0242
C -1.79416 1.26333 -4.52272 0.1682 -0.1394 0.1371
C -2.93503 0.31557 -4.15993 0.0943 0.0137 0.0436
C -2.20737 2.68513 -4.15410 0.1127 -0.1296 -0.0725
H 1.39603 3.80236 -4.94496 0.0543 0.0984 -0.0457
H 0.27381 2.67743 -5.71055 -0.0922 0.0076 -0.1914
H 1.95000 2.20183 -5.41331 0.0827 -0.0523 -0.1004
H 0.08158 2.97127 -3.12852 0.0311 -0.0419 -0.1163
H 2.72507 1.47607 -3.14496 0.1212 -0.0640 0.0237
H 1.76259 1.93073 -1.74831 0.1549 -0.0086 0.0483
H 2.48682 3.18649 -2.76342 0.0756 0.1258 -0.0639
H 1.01877 0.26047 -5.57803 -0.0836 0.0366 0.0932
H -0.87663 -1.98021 -4.78473 -0.1141 -0.1530 0.0066
H 0.22099 -2.04704 -6.16475 0.0644 -0.0586 -0.0610
H -1.08580 -0.86788 -6.15379 -0.1679 -0.0134 -0.0667
H 1.23381 -1.84036 -3.38393 0.0392 -0.0715 0.1022
H 2.40657 -0.56604 -3.64345 0.0921 -0.0714 0.0904
H 2.20656 -1.83183 -4.86633 0.0366 -0.0375 -0.1059
H -1.59052 1.21856 -5.59863 0.0559 -0.0275 0.0388
H -3.03113 0.28594 -3.07082 -0.1574 -0.0748 -0.1646
H -2.74318 -0.69479 -4.50701 -0.0427 -0.1695 0.0309
H -3.87732 0.65443 -4.59055 -0.1355 0.0421 -0.0935
H -2.26753 2.77484 -3.07176 -0.0250 0.1820 0.1233
H -3.18702 2.90825 -4.57925 -0.1159 -0.0007 -0.0062
H -1.51079 3.43004 -4.52810 0.0592 0.1164 0.0263